Record 1
C2H6S | ωB97M-V/def2-TZVPD

Positions of all 9 atoms, in Å:
C1 -0.220499 -0.132072 -0.948229
C2 0.347408 -0.104210 0.419208
H1 0.614149 -0.628178 -1.634191
H2 -0.587214 0.948292 -1.620732
H3 -1.236830 -0.541552 -0.872520
H4 1.310210 0.588606 0.213427
H5 0.894933 -1.079494 0.320179
H6 -0.578723 1.224218 2.153158
S1 -0.543435 -0.275610 1.969700

Atoms 1-3, force components in eV/Å:
C -1.89 2.49 -3.94
C 4.71 -0.44 -1.38
H -2.43 0.77 1.11

Summary:
strongest force on any atom = 5.03 eV Å⁻¹
SMILES string = CCS
net charge = 0
HOMO-LUMO gap = 10.1 eV

Atom charges from the Mulliken analysis, given in e for atoms 1 to 2: -0.82, -0.41


Record 2
C6H13N | ωB97M-V/def2-TZVPD

Positions of all 20 atoms, in Å:
C1 -0.360470 -1.862056 -1.558679
C2 -1.321623 -1.822454 -0.367831
C3 -0.517249 -1.690410 0.999056
C4 0.489769 -0.438415 0.919123
N1 0.657414 3.197806 -0.095427
C5 1.008096 1.840943 0.206867
C6 0.024942 0.868798 0.445354
H1 0.284566 -2.753050 -1.608572
H2 -0.949262 -1.679858 -2.408547
H3 0.337949 -0.948065 -1.413216
H4 -1.918474 -0.927771 -0.573296
H5 -2.016109 -2.670397 -0.333755
H6 0.069066 -2.620138 1.100507
H7 -1.253300 -1.726615 1.731790
H8 0.953738 -0.343374 -1.467652
H9 1.458865 -0.298124 1.403319
H10 0.674863 3.603986 -1.040482
H11 0.842057 3.870953 0.617128
H12 2.052829 1.582871 0.412271
H13 -1.079473 1.146502 0.385159

Atoms 1-3, force components in eV/Å:
C -1.87 -2.28 0.86
C 1.61 0.87 -0.30
C 2.78 0.94 -2.67

Summary:
strongest force on any atom = 3.96 eV Å⁻¹
net charge = 0
HOMO-LUMO gap = 4.9 eV

Atom charges from the Mulliken analysis, given in e for atoms 1 to 2: -0.66, -0.56


Record 3
C4H11N2O | ωB97M-V/def2-TZVPD

Positions of all 18 atoms, in Å:
O1 -1.024550 2.062183 0.125153
C1 -1.299496 0.912661 0.123028
N1 -2.401910 0.483774 0.750969
C2 -0.255665 -0.145389 -0.452149
N2 1.104799 0.337368 -0.266660
C3 2.124530 -0.877411 -0.173251
C4 1.424851 -2.186006 -0.100583
H1 -2.463682 -0.542403 0.821612
H2 -3.208263 1.041251 1.028938
H3 -0.375328 -1.082411 0.058980
H4 -0.615202 -0.279269 -1.477475
H5 1.107804 0.969663 0.652486
H6 1.420276 0.882209 -1.034067
H7 2.845628 -0.618775 0.689772
H8 2.705827 -0.881399 -1.123101
H9 0.822577 -2.524948 0.837135
H10 2.148406 -3.026658 -0.155594
H11 0.922821 -2.405846 -1.072352

Atoms 1-3, force components in eV/Å:
O 1.51 2.76 -0.84
C 0.28 -1.03 1.06
N -0.29 -3.23 -0.28

Summary:
strongest force on any atom = 3.48 eV Å⁻¹
SMILES string = CC[NH2+]CC(N)=O
net charge = +1
HOMO-LUMO gap = 10.9 eV

Atom charges from the Mulliken analysis, given in e for atoms 1 to 2: -0.55, 0.47


Record 4
C57H99AsF6N10 | ωB97M-V/def2-TZVPD

Positions of all 173 atoms, in Å:
C1 1.585265 -4.323814 -8.626371
C2 1.101065 -3.662904 -7.295511
C3 1.903245 -2.288454 -7.015241
N1 1.496195 -1.643804 -5.709231
C4 -0.037485 -1.363574 -5.803311
C5 -0.442635 -0.456054 -4.633161
C6 0.508965 0.792496 -4.548181
C7 1.969115 0.498706 -4.442041
C8 2.451155 -0.394474 -5.572561
C9 1.669325 -2.689314 -4.559551
H1 1.637835 -3.737824 -9.543951
H2 0.991855 -5.194914 -8.904111
H3 2.582845 -4.746634 -8.507351
H4 1.263515 -4.406144 -6.514931
H5 0.027475 -3.574634 -7.461961
H6 1.808585 -1.475194 -7.734781
H7 2.970605 -2.496444 -6.940381
H8 -0.387305 -0.879424 -6.715071
H9 -0.570345 -2.292464 -5.600061
H10 -1.497305 -0.186264 -4.687661
H11 -0.371145 -1.005614 -3.694551
H12 0.360555 1.481116 -5.379981
H13 0.282825 1.342976 -3.634991
H14 2.486975 1.449846 -4.318561
H15 2.287555 0.106616 -3.476131
H16 2.366105 0.108096 -6.536041
H17 3.450815 -0.797384 -5.410001
H18 1.572855 -2.236934 -3.572561
H19 2.700425 -3.035744 -4.629611
H20 1.034145 -3.574094 -4.516931
C10 -3.062415 5.143106 1.300969
C11 -4.066035 4.560776 2.305639
C12 -3.507925 3.274796 3.020869
N2 -4.605615 2.377376 3.695989
C13 -5.513175 1.843936 2.517069
C14 -6.481515 0.748266 3.112839
C15 -5.620605 -0.414394 3.739969
C16 -4.742725 0.140986 4.938669
C17 -3.811375 1.235326 4.389129
C18 -5.345985 3.256116 4.698479
H21 -2.750285 4.455696 0.514749
H22 -2.141415 5.286856 1.865939
H23 -3.315765 6.106496 0.858509
H24 -5.018055 4.487066 1.779969
H25 -4.190225 5.325296 3.072579
H26 -2.837415 3.522916 3.843639
H27 -3.023825 2.595666 2.319059
H28 -4.869565 1.503916 1.705739
H29 -6.168525 2.649266 2.185309
H30 -7.031665 0.365076 2.253429
H31 -7.249825 1.111376 3.795449
H32 -5.098285 -0.886734 2.907989
H33 -6.352385 -1.121044 4.131429
H34 -4.112855 -0.694114 5.245209
H35 -5.332385 0.546016 5.761079
H36 -3.282855 0.697206 3.602249
H37 -3.131285 1.694346 5.106669
H38 -6.112875 2.522446 4.946889
H39 -5.820185 4.103896 4.204019
H40 -4.702875 3.634256 5.493159
C19 8.355985 2.619326 -0.148801
C20 6.858025 2.750586 -0.059101
C21 6.250675 2.251116 1.242499
C22 6.087455 0.693856 1.317139
N3 5.953715 0.171416 2.800319
C23 7.317355 0.330346 3.530999
C24 7.632755 -1.051884 4.164669
C25 7.018475 -1.987484 3.209119
C26 5.708005 -1.374064 2.877129
C27 4.914435 1.044186 3.564939
C28 3.503275 0.875696 3.043999
C29 2.468185 1.631206 3.956169
H41 8.650645 3.028996 -1.114951
H42 8.745405 1.618696 -0.336391
H43 8.891565 3.169146 0.625119
H44 6.462165 2.124286 -0.858561
H45 6.554095 3.788316 -0.196351
H46 5.275495 2.725386 1.352879
H47 6.900645 2.733026 1.972849
H48 6.926945 0.065656 1.019279
H49 5.234115 0.342886 0.736849
H50 7.368965 1.116826 4.283919
H51 8.117575 0.560646 2.827649
H52 7.159625 -1.176394 5.138709
H53 8.707135 -1.210434 4.257789
H54 6.974085 -3.033874 3.511139
H55 7.673715 -1.981704 2.338069
H56 4.952275 -1.483104 3.655009
H57 5.367685 -1.589594 1.864299
H58 5.345915 2.042176 3.641969
H59 4.920495 0.552476 4.537709
H60 3.215095 -0.174174 3.097159
H61 3.262545 1.181646 2.025889
H62 1.474375 1.718266 3.517009
H63 2.906675 2.627186 4.018229
H64 2.380145 1.185816 4.947109
As1 -0.918335 0.788306 -0.149921
F1 0.568725 0.766866 -1.169421
F2 -1.361495 2.401406 -0.893511
F3 -2.452935 0.864316 0.812269
F4 -0.537035 -0.803034 0.559629
F5 -0.121255 1.679736 1.153969
F6 -1.854895 -0.045874 -1.468451
N4 1.979305 2.928106 -1.404681
C30 1.503175 4.215456 -1.135891
C31 2.576865 4.984896 -1.066731
C32 3.687485 4.224006 -1.299371
C33 3.266895 3.010546 -1.634201
H65 1.319295 2.169906 -1.502731
H66 0.456795 4.482676 -1.126601
H67 2.667065 6.053306 -0.937281
H68 4.710735 4.545246 -1.172291
H69 3.765515 2.121826 -1.991921
N5 -3.875155 2.562706 -1.528281
C34 -4.899605 3.410166 -1.181701
C35 -5.976825 2.965256 -1.902891
C36 -5.668315 1.829206 -2.693421
C37 -4.300655 1.627916 -2.437541
H70 -3.018385 2.592166 -0.994261
H71 -4.638775 4.258076 -0.565731
H72 -6.953805 3.407286 -1.774311
H73 -6.364655 1.454006 -3.428771
H74 -3.679745 0.863586 -2.881031
N6 1.697565 -2.353484 3.538679
C38 2.733175 -3.084154 4.150769
C39 3.446105 -3.782454 3.168359
C40 3.041275 -3.170594 1.914559
C41 1.919605 -2.441824 2.184969
H75 0.937585 -1.829724 3.948819
H76 2.725565 -3.237134 5.219849
H77 4.177705 -4.555284 3.352479
H78 3.382175 -3.406804 0.917359
H79 1.197025 -2.014604 1.505419
N7 0.228255 -3.028254 -1.010401
C42 1.154375 -4.006194 -1.276521
C43 0.424785 -5.030534 -1.845071
C44 -0.938545 -4.713844 -1.828111
C45 -1.053955 -3.404554 -1.412131
H80 0.479865 -2.143934 -0.592351
H81 2.203445 -3.788274 -1.141021
H82 0.859595 -5.917714 -2.281241
H83 -1.688955 -5.351814 -2.271151
H84 -1.889695 -2.720674 -1.428091
N8 -5.806075 -1.739554 -3.554761
C46 -6.131615 -1.768924 -4.883831
C47 -4.968265 -1.778384 -5.606341
C48 -3.928515 -1.873794 -4.711091
C49 -4.413945 -1.744524 -3.444921
H85 -6.476865 -1.581404 -2.816431
H86 -7.157395 -1.772414 -5.221691
H87 -4.843745 -1.755174 -6.678881
H88 -2.889165 -1.918614 -5.001161
H89 -3.970785 -1.593434 -2.471691
N9 -3.874145 -1.569824 0.484819
C50 -3.831035 -2.982074 0.451819
C51 -5.077195 -3.441154 0.118399
C52 -5.911405 -2.315054 0.012559
C53 -5.119395 -1.180154 0.248999
H90 -3.098645 -0.930554 0.584979
H91 -2.940535 -3.497084 0.780709
H92 -5.300815 -4.471064 -0.117581
H93 -6.977675 -2.318024 -0.159111
H94 -5.331625 -0.122114 0.205399
N10 -1.487735 -1.614524 5.523689
C54 -0.908355 -0.588214 6.250189
C55 -0.553985 0.381936 5.423299
C56 -0.835555 0.006246 4.132799
C57 -1.360075 -1.254504 4.157439
H95 -1.766185 -2.503894 5.913039
H96 -0.812235 -0.709214 7.319079
H97 -0.244295 1.344586 5.802519
H98 -0.766415 0.577406 3.218799
H99 -1.572105 -1.939124 3.349519

Atoms 1-3, force components in eV/Å:
C 0.76 -0.52 0.22
C 0.90 0.79 -1.90
C -0.97 -1.63 0.37

Summary:
strongest force on any atom = 4.41 eV Å⁻¹
net charge = +2
HOMO-LUMO gap = 6.9 eV

Atom charges from the Mulliken analysis, given in e for atoms 1 to 2: -1.53, -0.07


Record 5
C10H19CuNO14 | ωB97M-V/def2-TZVPD

Positions of all 45 atoms, in Å:
Cu1 -1.296705 2.359425 1.744673
O1 -3.654217 4.853175 4.401673
C1 -2.338045 4.523343 4.149636
O2 -1.671917 3.905556 4.996955
O3 -1.990126 4.710949 2.928747
H1 -3.717962 5.232762 3.489882
O4 -2.742869 0.614558 2.284744
C2 -4.043390 1.045667 2.433924
O5 -4.303685 2.200491 2.092051
O6 -4.906473 0.267736 2.970891
H2 -2.692923 -0.245898 2.717038
O7 0.625466 -0.662372 2.530380
C3 0.342247 0.149900 3.588957
O8 0.219694 -0.309757 4.743437
O9 0.197538 1.390638 3.360655
H3 0.465315 -1.591962 2.701061
O10 -1.703661 3.587427 -2.321834
C4 -1.444248 3.076162 -1.083987
O11 -0.352852 2.412290 -0.972834
O12 -2.205434 3.263145 -0.118508
H4 -1.039978 3.070520 -2.805998
C5 -0.664247 -0.676464 -0.642072
O13 0.666511 -1.067380 -0.930354
C6 1.463447 0.080270 -1.134892
C7 2.954622 -0.196962 -1.374542
N1 3.253974 -0.730062 -2.723452
C8 2.440411 -1.865943 -3.209525
C9 2.402169 -3.073888 -2.302386
O14 1.696171 -4.115424 -2.998406
C10 1.361016 -5.211851 -2.208131
H5 -1.199466 -1.601000 -0.410787
H6 -1.180003 -0.234728 -1.501439
H7 -0.878457 0.018724 0.168774
H8 1.303931 0.773741 -0.303381
H9 1.163301 0.702911 -1.990059
H10 3.421499 -0.897298 -0.679793
H11 3.386551 0.787862 -1.193498
H12 3.130782 0.011654 -3.400206
H13 2.843250 -2.063527 -4.204031
H14 1.416078 -1.504995 -3.345223
H15 1.932835 -2.913396 -1.329214
H16 3.392494 -3.426582 -1.982708
H17 0.488906 -5.057972 -1.567569
H18 2.173554 -5.611028 -1.582812
H19 1.284895 -5.980415 -2.985836

Atoms 1-3, force components in eV/Å:
Cu -0.25 0.29 0.38
O 0.18 1.33 -0.86
C 2.21 -2.91 -0.80

Summary:
strongest force on any atom = 4.04 eV Å⁻¹
net charge = -3
HOMO-LUMO gap = 4.3 eV

Atom charges from the Mulliken analysis, given in e for atoms 1 to 2: 0.80, -0.51


Record 6
C4H9N2 | ωB97M-V/def2-TZVPD

Positions of all 15 atoms, in Å:
C1 2.621349 0.187936 -0.003135
C2 -2.211827 1.468083 -0.155966
C3 -1.515411 0.517860 0.378237
C4 -0.185660 -1.368697 0.150340
N1 3.746596 0.157542 0.031727
N2 -0.315526 0.033509 -0.179336
H1 -3.203328 1.813603 0.263789
H2 -1.805225 2.112088 -0.849988
H3 -1.759851 -0.136765 1.242505
H4 0.197936 -1.373709 1.105948
H5 -1.020975 -1.949887 -0.140488
H6 0.609677 -1.813509 -0.472764
H7 4.686378 -0.169680 -0.284242
H8 -0.570742 0.215737 -1.183908
H9 0.726610 0.305891 0.097288

Atoms 1-3, force components in eV/Å:
C -4.12 0.40 0.35
C -8.37 8.11 -3.36
C 5.69 -9.13 8.05

Summary:
strongest force on any atom = 13.43 eV Å⁻¹
multiplicity = 3
net charge = +1
HOMO-LUMO gap (alpha / beta) = 7.6 / 9.7 eV

Atom charges from the Mulliken analysis, given in e for atoms 1 to 2: -0.47, -1.06